Below is 2 unconnected molecules or ions with the total composition C5H13NO2 in a non-equilibrium geometry, with properties calculated with ωB97M-V with the def2-TZVPD basis set.

Cartesian coordinates (Å):
C -0.5523 1.1353 2.2177
C -0.6433 1.3887 0.7376
N -0.7335 0.3774 -0.2114
C -0.8522 -1.0183 0.0740
C 0.5785 -1.5810 0.3950
C 1.4991 -1.6032 -0.8202
O -0.4702 2.5174 0.2882
H 0.4972 1.1195 2.4796
H -1.0547 0.2192 2.5226
H -1.0858 1.9482 2.6836
H -0.3661 0.5871 -1.1627
H -1.3070 -1.5319 -0.7748
H -1.4789 -1.1505 0.9434
H 0.3606 -2.5891 0.7506
H 0.9361 -1.0733 1.2923
H 1.6339 -2.6214 -1.1777
H 1.1110 -1.0445 -1.6755
H 2.4865 -1.2282 -0.6007
H 0.1310 2.5331 -2.1504
H -0.7506 1.9096 -3.1512
O 0.0607 1.7058 -2.6601

Computed properties:
HOMO-LUMO gap (spin up / spin down) = 12.255 / 7.135 eV
Multiplicity = 2
⟨S²⟩ = 0.773
Total charge = +1
Energy above the lowest of the compared OMol25 structures with the same formula, charge and spin = 32.5 kJ/mol

natural (NBO) atomic charge list, values in e, 4 entries: -0.717 0.624 -0.223 -0.262



Below is a molecular structure, C5H13NO3 in a non-equilibrium geometry, with properties calculated with ωB97M-V with the def2-TZVPD basis set.

Cartesian coordinates (Å):
C 0.2143 -1.2093 -0.6708
C 1.7112 -0.8933 -0.6750
O -0.0175 -2.2170 0.2598
O -0.2211 -1.6208 -1.9514
H 0.0902 -2.5256 -2.0842
H -0.9217 -2.1168 0.5940
H 1.4450 -0.0532 3.0035
H 1.9422 -0.1919 -1.4712
H 1.9974 -0.4788 0.2873
H 2.2616 -1.8167 -0.8369
C -0.8926 1.7185 1.4867
C -0.6283 1.1147 -1.3972
N -0.6411 0.3559 1.0603
C -0.6183 0.0462 -0.3307
O -1.7938 -0.2350 0.3450
H 0.8055 -0.1457 2.5282
H -1.2685 1.6756 2.5073
H 0.0561 2.2537 1.4710
H -1.6215 2.2402 0.8644
H -0.6023 0.6313 -2.3695
H 0.2405 1.7605 -1.2880
H -1.5373 1.7075 -1.3326

Computed properties:
HOMO-LUMO gap = 10.649 eV
Energy above the lowest of the compared OMol25 structures with the same formula, charge and spin = 366.5 kJ/mol

natural (NBO) atomic charge list, values in e, 4 entries: 0.480 -0.646 -0.715 -0.736



Below is 2 unconnected molecules or ions with the total composition C5H13NO4S in a non-equilibrium geometry, with properties calculated with ωB97M-V with the def2-TZVPD basis set.

Cartesian coordinates (Å):
C 0.3323 2.2775 0.2351
C 0.2359 -1.3088 1.0382
C 2.0670 0.0045 0.0971
C 0.0598 -0.4898 -1.1903
C -0.0747 1.0767 0.5652
N 0.5733 -0.1777 0.1271
O -2.6840 -1.3872 -0.7553
O -3.0532 1.0692 -1.0760
O -4.7492 -0.2659 0.0791
O -2.5023 0.0832 1.1048
S -3.1262 -0.0962 -0.2216
H 1.0678 2.4799 -0.4382
H -0.1631 3.1254 0.5250
H -0.9663 0.9551 1.0810
H -0.8212 -1.2784 1.1906
H 0.3637 -2.3000 0.5637
H 0.8018 -1.1225 2.0022
H 2.2305 0.9493 -0.4580
H 2.4748 0.1891 1.1255
H 2.4241 -0.9276 -0.3582
H 0.3383 0.4902 -1.7301
H 0.8302 -1.3187 -1.4810
H -0.9647 -0.7533 -1.1901
H -4.8572 0.2333 -0.7440

Computed properties:
HOMO-LUMO gap = 9.513 eV
Energy above the lowest of the compared OMol25 structures with the same formula, charge and spin = 266.3 kJ/mol

natural (NBO) atomic charge list, values in e, 4 entries: -0.376 -0.437 -0.398 -0.407



> Which formula does entry 3 have?

C5H13NO4S



What did the third record say?
Below is 2 unconnected molecules or ions with the total composition C5H13NO4S in a non-equilibrium geometry, with properties calculated with ωB97M-V with the def2-TZVPD basis set.

Cartesian coordinates (Å):
C 0.3323 2.2775 0.2351
C 0.2359 -1.3088 1.0382
C 2.0670 0.0045 0.0971
C 0.0598 -0.4898 -1.1903
C -0.0747 1.0767 0.5652
N 0.5733 -0.1777 0.1271
O -2.6840 -1.3872 -0.7553
O -3.0532 1.0692 -1.0760
O -4.7492 -0.2659 0.0791
O -2.5023 0.0832 1.1048
S -3.1262 -0.0962 -0.2216
H 1.0678 2.4799 -0.4382
H -0.1631 3.1254 0.5250
H -0.9663 0.9551 1.0810
H -0.8212 -1.2784 1.1906
H 0.3637 -2.3000 0.5637
H 0.8018 -1.1225 2.0022
H 2.2305 0.9493 -0.4580
H 2.4748 0.1891 1.1255
H 2.4241 -0.9276 -0.3582
H 0.3383 0.4902 -1.7301
H 0.8302 -1.3187 -1.4810
H -0.9647 -0.7533 -1.1901
H -4.8572 0.2333 -0.7440

Computed properties:
HOMO-LUMO gap = 9.513 eV
Energy above the lowest of the compared OMol25 structures with the same formula, charge and spin = 266.3 kJ/mol

natural (NBO) atomic charge list, values in e, 4 entries: -0.376 -0.437 -0.398 -0.407